# 1
A 2-piece molecular cluster, C12H17N overall, computed with ωB97M-V/def2-TZVPD.

* max |F|: 0.1111 Eh/bohr
* energy relative to the best compared isomer or geometry (same formula, charge and spin): 52.3 kcal per mole
* total energy: -14208.067 eV
* molar mass: 175.3 g/mol

Each line ends with the Löwdin charge.
Geometry (Å):
C  -1.457  -2.842  1.249  -0.219
C  -2.931  -2.860  1.362  -0.201
H  -1.012  -3.600  1.858  0.038
H  -0.917  -3.006  0.235  0.080
H  -0.893  -1.828  1.579  0.108
H  -3.533  -2.214  0.739  0.050
H  -3.339  -2.533  2.311  0.059
H  -3.287  -3.927  1.215  0.088
C  -0.697  -0.346  -1.355  -0.222
C  -0.968  -0.052  -2.843  -0.123
C  -0.149  0.823  -0.588  -0.196
C  -0.675  2.120  -0.723  -0.007
C  1.123  0.940  0.017  -0.146
C  1.355  2.363  0.238  -0.178
C  2.069  0.012  0.465  -0.066
C  2.516  2.748  0.970  -0.017
C  3.183  0.423  1.074  -0.128
C  3.407  1.764  1.310  -0.111
N  0.255  3.058  -0.197  0.095
H  -1.689  -0.721  -0.863  0.127
H  0.031  -1.200  -1.462  0.107
H  -0.092  -0.052  -3.437  0.049
H  -1.611  2.400  -1.085  0.096
H  -0.023  3.913  0.039  0.089
H  1.869  -0.990  -0.115  0.147
H  2.495  3.823  1.186  0.112
H  3.858  -0.393  1.438  0.122
H  4.306  2.101  1.682  0.075
H  -1.517  0.928  -3.096  0.088
H  -1.676  -0.854  -3.203  0.082

=====

# 2
A 2-piece molecular cluster, C12H17N overall, computed with ωB97M-V/def2-TZVPD.

* max |F|: 0.0456 Eh/bohr
* energy relative to the best compared isomer or geometry (same formula, charge and spin): 15.4 kcal per mole
* total energy: -14209.670 eV
* molar mass: 175.3 g/mol

Each line ends with the Löwdin charge.
Geometry (Å):
C  -3.259  -0.815  -2.354  -0.286
C  -4.088  0.490  -2.163  -0.102
C  -2.332  -0.747  -3.577  -0.115
H  -2.719  -0.971  -1.422  0.061
H  -3.907  -1.659  -2.509  0.086
H  -4.023  0.787  -1.118  0.064
H  -2.748  0.007  -4.254  0.063
H  -5.120  0.279  -2.434  0.068
H  -3.740  1.273  -2.755  0.036
H  -1.318  -0.390  -3.392  0.063
H  -2.317  -1.676  -4.133  0.060
C  1.705  2.097  -1.102  -0.036
C  0.978  0.341  0.680  -0.135
C  1.868  1.372  0.217  -0.227
C  1.605  -0.267  1.788  -0.219
C  2.916  1.407  1.084  -0.057
C  -0.287  -0.139  0.307  -0.031
C  -0.824  -1.218  0.966  -0.104
C  -0.119  -1.878  1.989  -0.098
C  1.126  -1.441  2.377  -0.024
N  2.760  0.418  2.044  0.070
H  -0.829  0.424  -0.438  0.097
H  -1.784  -1.590  0.630  0.087
H  -0.580  -2.783  2.359  0.097
H  2.167  1.520  -1.884  0.073
H  2.151  3.088  -1.062  0.073
H  3.689  2.150  1.198  0.119
H  3.420  0.305  2.783  0.144
H  1.659  -1.858  3.220  0.105
H  0.631  2.189  -1.265  0.068

=====

# 3
A 2-piece molecular cluster, C12H17N overall, computed with ωB97M-V/def2-TZVPD.

* expectation value of S²: 0.77
* max |F|: 0.0440 Eh/bohr
* energy relative to the best compared isomer or geometry (same formula, charge and spin): 16.3 kcal per mole
* total charge: +1
* total energy: -14202.076 eV
* molar mass: 175.3 g/mol
* 2S+1: 2

Each line ends with the Löwdin charge.
Geometry (Å):
C  -1.816  1.198  -1.604  -0.004
C  -0.704  1.527  1.912  -0.180
C  -0.391  1.512  0.555  -0.128
C  -1.637  1.301  -0.124  -0.101
C  -2.626  1.078  0.888  0.052
C  0.266  1.484  2.882  0.039
C  1.583  1.738  2.476  -0.014
C  0.929  1.493  0.128  0.037
C  1.908  1.650  1.132  -0.032
N  -2.076  1.234  2.085  0.161
H  -2.624  1.342  2.921  0.182
H  -0.019  1.212  3.891  0.132
H  -3.657  0.848  0.667  0.156
H  2.337  1.932  3.222  0.124
H  1.257  1.428  -0.896  0.126
H  -2.575  1.972  -1.787  0.107
H  -2.209  0.239  -1.929  0.093
H  2.918  1.866  0.803  0.122
H  -0.973  1.440  -2.249  0.094
C  0.998  -2.997  -1.043  -0.306
C  -0.294  -2.563  -1.683  -0.128
C  2.078  -1.892  -1.205  -0.115
H  0.890  -3.347  -0.026  0.096
H  1.515  -3.770  -1.640  0.106
H  -0.417  -1.467  -1.652  0.044
H  1.982  -1.503  -2.220  0.075
H  -1.216  -2.984  -1.311  0.067
H  -0.248  -2.717  -2.763  0.080
H  1.742  -1.081  -0.536  0.040
H  3.079  -2.172  -0.891  0.073

=====

# 4
C12H17N2O as an isolated structure, computed with ωB97M-V/def2-TZVPD.

* max |F|: 0.1202 Eh/bohr
* energy relative to the best compared isomer or geometry (same formula, charge and spin): 113.9 kcal per mole
* total charge: +1
* total energy: -17737.463 eV
* molar mass: 205.3 g/mol

Each line ends with the Löwdin charge.
Geometry (Å):
C  1.091  -2.383  -3.386  -0.038
C  1.125  -2.924  -1.322  -0.017
C  -1.558  0.430  1.772  -0.094
C  -0.943  2.222  -0.045  -0.089
C  0.775  1.494  1.706  -0.133
C  -1.366  -0.132  -0.545  -0.085
C  0.361  -0.890  1.188  -0.084
C  1.018  0.703  -0.631  -0.089
C  -1.784  1.038  0.390  -0.274
C  -0.043  0.297  2.101  -0.237
C  0.582  1.886  0.284  -0.231
C  0.092  -0.343  -0.212  -0.234
N  0.512  -1.418  -2.710  0.123
N  0.536  -1.763  -1.472  0.028
O  1.376  -3.398  -2.549  0.131
H  1.376  -2.631  -4.379  0.153
H  1.304  -3.308  -0.387  0.138
H  -2.060  1.129  2.527  0.156
H  -1.885  -0.565  1.969  0.110
H  -1.199  2.421  -1.010  0.089
H  -1.064  3.143  0.622  0.155
H  0.611  2.321  2.479  0.167
H  1.763  1.354  1.857  0.087
H  -1.941  -1.177  -0.367  0.177
H  -1.318  0.065  -1.703  0.152
H  1.523  -1.245  1.260  0.181
H  -0.118  -1.786  1.266  0.080
H  0.869  0.900  -1.609  0.086
H  1.970  0.220  -0.403  0.139
H  -2.756  1.488  0.224  0.146
H  0.007  -0.058  3.043  0.112
H  1.147  2.909  0.043  0.192

=====

# 5
A 3-piece molecular cluster, C12H17N2O overall, computed with ωB97M-V/def2-TZVPD.

* max |F|: 0.0940 Eh/bohr
* energy relative to the best compared isomer or geometry (same formula, charge and spin): 130.4 kcal per mole
* total charge: +1
* total energy: -17736.749 eV
* molar mass: 205.3 g/mol

Each line ends with the Löwdin charge.
Geometry (Å):
C  -4.497  0.728  -1.053  -0.090
C  -3.813  1.845  -0.569  -0.052
C  -3.976  -0.534  -1.325  0.005
C  -2.407  1.769  -0.405  0.015
C  -2.569  -0.638  -1.075  -0.136
C  -1.813  0.521  -0.705  -0.178
C  -1.818  -1.801  -1.442  0.039
C  -0.405  -1.744  -1.455  -0.107
C  0.311  -0.625  -1.057  -0.066
C  2.976  -2.799  0.682  0.008
C  0.471  2.193  2.427  -0.152
C  2.887  -2.124  -0.634  -0.089
N  -0.470  0.377  -0.592  0.053
N  0.726  2.638  1.091  -0.065
O  3.259  -2.582  -1.742  0.253
H  -5.596  0.876  -1.231  0.124
H  -4.309  2.809  -0.578  0.112
H  -4.599  -1.379  -1.601  0.121
H  -1.998  2.661  0.047  0.098
H  -2.371  -2.652  -1.396  0.085
H  0.112  -2.535  -1.872  0.050
H  2.041  -3.357  0.765  0.110
H  2.854  -2.126  1.644  0.151
H  3.783  -3.502  0.891  0.102
H  0.534  2.972  3.109  0.058
H  -0.528  1.892  2.513  0.059
H  1.060  1.339  2.590  0.066
H  2.415  -1.155  -0.555  0.071
H  0.021  1.182  -0.178  0.090
H  1.640  2.906  0.917  0.045
H  0.070  3.302  0.644  0.086
H  3.204  -2.123  -2.531  0.132

=====

# 6
C12H17N2O3PtSbSe4 as an isolated structure, computed with ωB97M-V/def2-TZVPD.

* max |F|: 0.0032 Eh/bohr
* energy relative to the best compared isomer or geometry (same formula, charge and spin): 0.0 kcal per mole
* total charge: -2
* total energy: -293019.558 eV
* molar mass: 870.0 g/mol

Each line ends with the Löwdin charge.
Geometry (Å):
Pt  2.368  1.411  -0.259  0.311
Se  6.632  4.863  0.381  -0.331
Sb  4.414  4.071  0.905  -0.334
Se  2.919  3.566  -1.081  -0.085
Se  4.165  1.577  1.291  -0.074
Se  3.200  5.304  2.612  -0.226
C  -3.509  -4.232  -2.035  -0.069
C  -2.433  -3.228  -1.715  -0.284
C  -1.539  -2.804  -2.688  -0.026
C  -0.562  -1.852  -2.413  -0.200
C  0.383  -1.404  -3.497  -0.037
C  -0.473  -1.332  -1.122  -0.053
C  -1.354  -1.747  -0.118  -0.186
C  -1.262  -1.193  1.276  -0.032
C  -2.327  -2.688  -0.439  -0.020
C  0.587  -0.318  -0.807  -0.649
O  1.420  -0.553  0.111  -0.128
O  0.642  0.752  -1.470  -0.123
H  -3.291  -4.760  -2.964  0.065
H  -4.481  -3.744  -2.151  0.074
H  -3.610  -4.972  -1.239  0.070
H  -1.601  -3.221  -3.689  0.104
H  0.267  -2.025  -4.386  0.068
H  1.421  -1.460  -3.164  0.091
H  0.202  -0.362  -3.758  0.084
H  -0.339  -1.517  1.756  0.084
H  -2.112  -1.527  1.874  0.074
H  -1.245  -0.100  1.283  0.063
H  -3.019  -3.008  0.334  0.109
C  0.819  1.126  3.421  -0.104
N  0.733  2.486  2.937  0.009
C  -0.220  2.812  2.016  -0.645
N  -0.061  4.050  1.440  0.145
O  -1.192  2.095  1.770  -0.019
H  1.265  1.123  4.417  0.073
H  1.423  0.496  2.762  0.048
H  -0.188  0.718  3.478  0.068
H  1.603  3.006  2.884  0.024
H  0.864  4.464  1.505  -0.027
H  -0.508  4.125  0.543  0.089

=====

# 7
C12H17N2O5Re as an isolated structure, computed with ωB97M-V/def2-TZVPD.

* expectation value of S²: 0.76
* max |F|: 0.0146 Eh/bohr
* energy relative to the best compared isomer or geometry (same formula, charge and spin): 0.0 kcal per mole
* total charge: +1
* total energy: -28061.627 eV
* molar mass: 455.5 g/mol
* 2S+1: 2

Each line ends with the Löwdin charge.
Geometry (Å):
Re  -0.515  0.800  -0.151  1.595
C  -3.181  2.574  1.888  0.009
C  -3.037  2.535  0.374  -0.494
C  -4.297  2.943  -0.357  0.009
O  -2.639  1.191  -0.054  -0.171
C  -1.834  3.408  -0.030  -0.538
O  -1.904  4.596  -0.112  0.167
O  -0.699  2.721  -0.176  -0.214
H  -4.021  1.953  2.206  0.100
H  -3.367  3.599  2.203  0.111
H  -2.273  2.220  2.379  0.094
H  -5.135  2.316  -0.050  0.099
H  -4.163  2.869  -1.435  0.106
H  -4.531  3.977  -0.110  0.107
H  -3.334  0.531  0.066  0.140
N  2.066  -2.569  1.359  0.209
C  1.214  -1.398  1.728  -0.058
C  -0.200  -1.758  1.216  -0.589
O  -0.455  -2.932  1.105  0.110
O  -1.028  -0.779  0.943  -0.211
H  2.795  -2.774  2.039  0.176
H  2.501  -2.413  0.439  0.128
H  1.401  -3.364  1.279  0.157
H  1.621  -0.494  1.293  0.084
H  1.180  -1.304  2.813  0.148
N  0.910  0.216  -0.867  -0.203
C  1.871  -0.643  -1.360  -0.380
C  1.491  -1.797  -2.052  -0.025
C  2.468  -2.700  -2.440  -0.066
C  3.804  -2.468  -2.137  -0.075
C  4.176  -1.318  -1.450  -0.074
C  3.216  -0.393  -1.061  -0.039
H  0.446  -1.968  -2.273  0.121
H  2.184  -3.592  -2.984  0.116
H  4.559  -3.177  -2.449  0.113
H  5.220  -1.131  -1.234  0.114
H  3.488  0.523  -0.553  0.123